# 1
107
Properties=species:S:1:pos:R:3:forces:R:3:lowdin_charge:R:1 method="wB97M-V/def2-TZVPD" e_homo_ev=-6.97 multiplicity=1 total_charge=-1 e_above_lowest_kj_mol=113.95 gap_ev=9.06 total_energy_ha=-5333.64859
Cl 16.5505 12.6669 14.4247 -1.407 -3.128 1.857 0.62
O 16.4303 11.6516 15.4860 0.985 -0.104 -1.259 -0.39
O 15.9895 12.1349 13.1939 -0.095 0.780 0.286 -0.37
O 15.8255 13.7528 14.9911 -0.664 2.049 -0.990 -0.37
O 17.9095 13.0236 14.1774 1.147 0.412 -0.138 -0.38
C 13.1513 14.5683 11.7700 0.266 -1.315 -0.580 -0.02
O 12.1974 13.4463 11.8730 2.628 0.507 0.314 -0.23
P 10.6848 13.6595 11.7266 -2.520 -0.822 -0.985 0.32
O 10.2470 14.9459 11.1530 0.244 -0.537 0.538 -0.24
O 10.2284 12.3621 10.8215 0.472 1.140 0.152 -0.24
C 10.6323 12.4694 9.4164 0.169 0.268 1.630 -0.08
O 10.0785 13.2841 13.1406 0.795 -1.162 0.440 -0.22
C 10.7462 12.2263 13.9917 -0.492 1.381 -0.265 -0.03
H 13.5611 14.4703 10.7632 0.285 0.105 0.186 0.09
H 13.9519 14.5214 12.5304 -0.696 -0.372 -0.240 0.09
H 12.6024 15.4700 11.8021 -0.494 1.046 0.255 0.06
H 10.4344 11.5137 8.9814 -0.051 -0.548 -0.302 0.07
H 11.7062 12.6850 9.4232 -0.171 0.006 -0.468 0.08
H 10.0480 13.2443 8.9382 0.055 0.208 -0.161 0.08
H 10.1872 11.2887 13.9485 -0.107 0.403 0.011 0.09
H 10.7766 12.7002 14.9730 -0.357 -0.414 0.054 0.09
H 11.7827 12.0582 13.7301 0.061 0.063 -0.525 0.08
C 24.3311 14.1438 10.3384 -0.525 -1.017 1.365 -0.07
O 22.8775 14.2826 10.5719 1.265 0.134 -1.177 -0.22
P 22.0427 13.0145 10.0964 -0.088 -0.093 0.661 0.30
O 22.7392 11.7373 10.2967 0.008 -0.014 0.088 -0.23
O 20.7072 13.2655 10.8585 -0.345 0.050 0.946 -0.23
C 20.7252 13.3893 12.3233 -0.262 -1.068 -0.693 -0.03
O 21.5685 13.2685 8.6286 0.242 -0.034 -0.268 -0.21
C 21.4381 12.1474 7.7483 0.646 0.414 -1.821 -0.09
H 24.5704 13.1729 10.8452 0.388 1.046 -0.481 0.09
H 24.8114 15.0036 10.7980 -0.124 -0.102 0.180 0.08
H 24.6513 14.0935 9.3013 -0.549 0.003 -0.279 0.08
H 21.2264 12.5047 12.7557 -0.296 0.276 -0.166 0.10
H 19.6541 13.3642 12.5611 0.577 0.378 0.500 0.07
H 21.2995 14.2660 12.6065 -0.391 0.274 0.072 0.08
H 22.1688 11.3470 7.9156 -0.241 0.345 0.269 0.09
H 21.6130 12.5935 6.7486 0.071 -0.433 0.377 0.10
H 20.4357 11.7621 7.7191 -0.385 -0.206 0.476 0.05
C 18.6917 14.1040 6.7849 0.964 0.898 0.009 -0.07
O 18.2015 15.4078 7.0142 -0.680 1.094 0.573 -0.19
P 18.0773 15.9956 8.4774 1.151 -1.891 -0.048 0.29
O 17.3468 17.2201 8.5447 -1.072 2.285 -0.021 -0.19
O 17.5441 14.8235 9.3611 -0.385 -0.929 -0.562 -0.22
C 17.2574 14.9636 10.7595 0.796 -0.088 0.150 -0.04
O 19.5882 16.0516 8.9727 0.423 0.713 -0.080 -0.22
C 20.3474 17.1611 8.4629 0.402 0.521 0.531 -0.10
H 19.0803 14.1678 5.7847 -0.190 -0.690 -0.580 0.10
H 17.8921 13.4548 6.9836 -0.885 -1.375 -0.325 0.07
H 19.5144 13.8696 7.4341 0.380 -0.035 0.492 0.06
H 16.1831 14.9508 10.9201 0.002 0.254 -0.029 0.08
H 17.7498 15.8847 11.0947 -0.425 -0.223 0.375 0.08
H 17.6971 14.0913 11.2619 -0.130 0.328 -0.058 0.08
H 19.9609 18.1267 8.8585 0.063 -0.670 -0.365 0.08
H 20.3626 17.1949 7.3681 -0.147 -0.124 0.153 0.09
H 21.3748 17.0363 8.8280 -0.280 -0.091 -0.123 0.09
C 20.1670 18.0349 11.6519 -0.247 1.032 1.323 -0.04
O 20.0885 18.8009 12.9208 0.461 -0.246 -1.538 -0.23
P 19.8135 18.0659 14.2784 1.603 -0.820 0.915 0.31
O 20.8886 17.2313 14.8849 -1.133 0.891 -0.971 -0.24
O 19.5365 19.3190 15.1784 -0.883 1.064 0.316 -0.21
C 18.5594 20.3343 14.8002 1.029 0.528 0.795 -0.07
O 18.4789 17.3139 13.9675 -1.000 -0.581 0.180 -0.22
C 18.0218 16.1984 14.8219 0.053 0.119 -0.289 -0.02
H 20.5175 17.0318 11.9080 -0.209 0.027 -0.541 0.09
H 20.8667 18.5800 11.0112 -0.034 -0.271 0.261 0.08
H 19.1604 18.1122 11.2305 0.251 -0.575 -0.119 0.09
H 17.8318 20.4011 15.6098 0.017 -0.064 -0.129 0.09
H 18.0797 20.1160 13.8690 -0.287 -0.321 -0.498 0.07
H 19.0701 21.3250 14.6998 -0.217 -0.931 0.138 0.10
H 18.9270 15.7411 15.2232 -0.370 -0.205 0.192 0.07
H 17.4342 15.4949 14.2209 0.492 0.329 -0.052 0.06
H 17.3403 16.5606 15.5998 0.418 0.183 -0.062 0.10
C 17.4745 11.3119 9.4385 0.035 -0.200 0.975 -0.07
O 18.4576 10.8252 8.5417 1.034 -1.082 -1.189 -0.24
P 18.8552 9.2719 8.5369 -0.215 0.058 1.618 0.38
O 20.0426 8.9110 7.7616 -0.118 0.407 -0.097 -0.23
O 18.9544 8.9060 10.1302 0.979 1.071 -1.098 -0.24
C 20.1460 9.5126 10.8067 -0.730 -0.201 0.272 -0.05
O 17.5092 8.5702 8.0945 -0.339 0.845 0.265 -0.22
C 17.3529 7.1646 7.9100 0.384 0.951 -0.135 -0.07
H 16.5682 10.7206 9.3040 -0.115 0.176 0.276 0.09
H 17.3016 12.3579 9.1893 0.039 -0.094 0.124 0.07
H 17.8913 11.1928 10.4627 -0.730 0.309 -0.481 0.10
H 21.0681 9.3208 10.2546 -0.266 0.067 -0.145 0.08
H 20.1753 8.9693 11.7522 0.092 0.239 -0.054 0.09
H 20.0420 10.6129 11.0119 -0.200 -1.053 -0.449 0.08
H 17.7595 6.9290 6.9553 0.953 -0.555 -0.561 0.08
H 16.3129 6.9662 7.7765 -0.829 -0.088 0.614 0.08
H 17.8187 6.6830 8.7492 -0.008 -0.753 0.127 0.09
C 18.8535 12.0085 17.4583 -0.225 0.411 0.032 -0.04
O 20.1539 12.5656 17.8683 -0.561 -1.339 -0.202 -0.21
P 20.5894 13.9756 18.3402 0.503 0.421 1.096 0.29
O 21.8025 14.0369 19.2010 -0.869 -0.375 -0.982 -0.26
O 19.2928 14.5315 19.0506 0.052 -0.018 -0.148 -0.23
C 19.4640 15.7229 19.8503 -1.112 -2.469 1.247 -0.08
O 20.6372 14.8822 17.0539 1.809 -0.142 -1.063 -0.23
C 21.8682 14.6986 16.1998 -0.787 0.075 0.314 -0.05
H 18.2393 11.7307 18.3451 0.709 0.220 -0.525 0.10
H 19.0783 11.1337 16.8422 0.028 0.147 0.337 0.09
H 18.2519 12.6794 16.8214 0.593 0.012 0.429 0.06
H 18.4747 15.7092 20.3541 0.834 0.883 0.038 0.10
H 19.6342 16.5381 19.2140 0.165 1.369 -0.664 0.07
H 20.2952 15.5240 20.5467 -0.382 0.467 -0.165 0.09
H 21.6786 15.3980 15.3940 0.266 0.060 0.035 0.03
H 21.8706 13.6681 15.7784 0.125 0.556 0.609 0.09
H 22.8092 14.9640 16.7515 -1.088 -0.424 -0.324 0.10

---

# 2
88
Properties=species:S:1:pos:R:3:forces:R:3:lowdin_charge:R:1 method="wB97M-V/def2-TZVPD" e_homo_ev=-7.54 multiplicity=1 total_charge=-1 e_above_lowest_kj_mol=119.14 gap_ev=10.13 total_energy_ha=-2336.23048
P -0.2408 0.7889 -0.7255 0.025 -0.919 0.742 0.19
F 1.0480 0.1594 0.0642 -0.533 -0.464 -0.210 -0.17
F -0.7977 1.3524 0.7554 0.261 -0.387 -1.033 -0.19
F 0.5888 2.1086 -0.9456 0.136 1.094 -0.055 -0.11
F -1.5385 1.3813 -1.4438 -0.194 0.860 -0.420 -0.14
F 0.3479 0.1955 -2.1339 -0.425 0.127 0.401 -0.15
F -1.0955 -0.5677 -0.5296 0.410 -0.470 0.618 -0.15
O -1.8692 -2.6902 -6.0008 1.062 0.059 -0.140 -0.08
H -2.0870 -3.3468 -5.3258 -0.282 0.005 0.323 -0.01
H -0.9303 -2.4987 -5.8033 -0.772 -0.014 -0.210 0.02
O -2.8104 -3.6627 -3.4875 -0.144 0.610 0.096 -0.10
H -2.1153 -3.7367 -2.8082 -0.307 0.360 -0.384 0.04
H -3.0746 -2.7046 -3.5058 0.679 -0.952 0.287 0.03
O -2.7794 -0.8107 -2.9213 0.318 1.165 0.081 -0.07
H -2.2120 -0.0040 -2.8921 -0.377 -1.048 -0.259 0.04
H -3.4001 -0.6100 -2.2022 -0.172 -0.267 -0.003 0.01
C -6.4557 0.4305 -0.5477 -0.430 0.357 -0.686 -0.06
C -5.0836 0.5543 0.1416 -0.006 -0.840 0.006 -0.44
C -5.1170 0.4800 1.6888 -0.175 -0.107 -0.840 -0.04
O -4.2481 -0.4647 -0.4600 0.189 0.132 0.526 -0.08
H -6.4288 0.8581 -1.5732 0.249 -0.213 0.542 0.08
H -7.2242 1.0158 -0.0249 0.247 -0.106 0.094 0.07
H -6.8744 -0.5904 -0.6968 0.734 0.435 0.544 0.09
H -4.6155 1.5074 -0.1108 -0.277 0.263 -0.046 0.12
H -5.7267 1.2905 2.0774 -0.006 0.249 0.014 0.07
H -4.1136 0.5808 2.0700 0.418 0.153 0.176 0.07
H -5.5192 -0.4375 2.1023 -0.151 -0.366 -0.275 0.08
H -3.3246 -0.3866 -0.1450 -0.560 0.065 -0.021 0.08
C 1.6027 3.2385 2.6007 -0.048 -0.077 -1.334 -0.03
C 2.9626 2.7013 2.1162 0.528 0.634 -1.438 -0.49
C 4.0332 2.4697 3.1093 0.344 0.575 1.972 -0.08
O 2.9262 1.4706 1.3677 -1.408 0.247 -0.893 -0.09
H 1.5302 4.3275 2.6750 0.748 -0.003 0.459 0.07
H 1.2441 2.7835 3.5167 -0.160 -0.247 0.010 0.08
H 0.9028 3.1056 1.7574 -0.057 -0.593 0.503 0.06
H 3.4656 3.4930 1.5211 -0.844 -0.195 -0.558 0.13
H 4.9828 2.1589 2.6061 -0.832 0.173 0.669 0.10
H 3.6859 1.7799 3.8885 0.396 -0.421 -0.257 0.07
H 4.1451 3.4260 3.6781 0.420 -0.527 -0.495 0.09
H 2.2002 1.4092 0.6708 1.199 0.414 1.473 0.08
C 2.4729 -2.2718 -2.8161 -0.714 1.211 2.001 -0.06
C 1.1441 -2.8260 -3.2797 0.948 -0.071 -2.611 -0.52
C 1.4295 -4.1626 -4.0651 -0.686 0.590 -0.011 -0.05
O 0.3065 -3.0271 -2.1970 -0.617 -1.208 0.161 -0.03
H 3.0757 -3.0375 -2.3485 0.196 -0.343 0.076 0.07
H 2.2862 -1.4930 -2.0079 0.223 -0.788 -0.991 0.09
H 3.0288 -1.7883 -3.5778 0.561 0.346 -0.923 0.06
H 0.6764 -2.1014 -4.0238 0.370 -0.626 0.812 0.14
H 1.9744 -4.8479 -3.3879 -0.223 0.188 -0.569 0.08
H 1.9696 -3.9829 -5.0303 0.054 0.091 1.107 0.09
H 0.4954 -4.6214 -4.4229 0.081 -0.030 0.514 0.06
H 0.0776 -2.1605 -1.8808 -0.364 0.703 0.479 0.05
C -1.7216 4.7776 -0.3861 -0.384 1.096 -0.518 -0.05
C -2.1455 4.7197 -1.8410 2.371 0.993 -1.168 -0.46
C -3.5407 4.2950 -1.9173 -1.459 -0.280 0.152 -0.08
O -1.8899 5.9999 -2.6015 -0.675 -1.353 1.134 -0.07
H -0.7897 5.3219 -0.2997 0.117 0.381 0.243 0.08
H -1.5004 3.7856 -0.0595 -0.214 -0.761 0.493 0.05
H -2.5686 5.2463 0.1868 1.046 -0.411 -0.139 0.10
H -1.4483 4.1368 -2.4588 -0.486 -0.747 0.649 0.14
H -4.2081 4.8738 -1.2522 0.336 -0.171 -0.190 0.09
H -3.6767 3.2393 -1.7094 0.197 -0.227 0.378 0.07
H -3.8827 4.4140 -2.9059 -0.622 0.259 -1.343 0.07
H -2.1085 6.6478 -1.9479 -0.190 1.147 0.328 0.04
C 3.7650 -2.2518 1.0648 -0.124 -0.894 -0.179 -0.05
C 4.6329 -1.2782 1.7917 -0.711 0.469 0.736 -0.53
C 5.6241 -1.9697 2.7043 -0.551 0.575 1.879 -0.06
O 5.2647 -0.3148 0.9661 0.464 -0.758 0.090 -0.04
H 3.3064 -2.9192 1.7885 -0.104 -0.150 0.248 0.07
H 4.3270 -2.8781 0.4030 0.480 -0.411 -0.624 0.07
H 2.9479 -1.8239 0.5100 -0.201 0.542 -0.265 0.06
H 3.8777 -0.7623 2.4108 0.622 0.270 0.266 0.11
H 6.2699 -1.2132 3.2133 -0.381 -0.511 -0.491 0.08
H 6.2594 -2.7169 2.2385 -0.067 -0.121 -0.194 0.07
H 4.9976 -2.4283 3.5420 0.978 0.197 -1.062 0.09
H 4.5587 0.2993 0.7949 -0.475 0.910 -0.336 0.04
C 1.5901 -1.3128 4.1270 0.986 -0.427 -0.473 -0.06
C 0.5981 -1.7343 3.0073 0.484 1.488 0.726 -0.44
C 0.3971 -3.2360 3.0963 -0.459 0.233 0.015 -0.06
O -0.6099 -0.9196 3.2522 0.539 -1.025 -0.387 -0.07
H 1.9609 -0.2897 3.9885 -0.189 -0.148 -0.116 0.06
H 2.5136 -1.9812 4.1808 -1.209 0.670 -0.100 0.08
H 1.0694 -1.3392 5.0866 0.014 -0.170 -0.038 0.07
H 0.9534 -1.3959 2.0249 0.214 -0.467 0.213 0.11
H 1.3201 -3.8054 2.9277 -0.159 0.343 -0.079 0.07
H -0.3741 -3.5862 2.4329 -0.211 -0.122 -0.579 0.07
H 0.0355 -3.4741 4.0861 -0.003 -0.098 0.514 0.07
H -0.7260 -0.3619 2.4687 -0.003 -0.145 0.197 0.05